This record from the OMol25 dataset describes a structure of composition C41H44N6P2PdSTe. The level of theory is ωB97M-V/def2-TZVPD.

The energy above the lowest of the compared OMol25 structures with the same formula, charge and spin comes out at 12.2 kcal/mol. The total energy is -92347.1168 eV. Its total charge is +2. The highest occupied orbital energy comes out at -13.1 eV.

The geometry in XYZ format:
```
96
C41H44N6P2PdSTe (ωB97M-V/def2-TZVPD)
P 1.51590 -0.16800 1.32437
C 0.60419 2.18696 -4.91454
C -1.97461 0.77914 3.37781
C 1.58031 -0.23706 4.11059
H 0.79871 1.92815 -5.95344
C 0.78325 -2.23249 3.01264
N 1.93868 1.70065 -3.05950
C -1.02415 2.70670 5.13863
H -2.45461 2.81474 -1.47275
C -2.74958 -4.71120 -0.22666
H -1.85045 2.02020 -2.94667
C 1.25579 -0.92461 2.94428
H -3.64513 0.37390 1.24978
H 0.80416 -2.63077 6.37164
H -3.97940 1.86888 0.34650
N 0.18989 0.99668 -4.16014
H 4.13375 0.60889 2.28458
C 3.34459 -1.78116 0.00095
Pd -0.30093 -0.21729 -0.01779
C -1.01119 1.68642 2.95873
C -0.87542 -3.38533 -0.84119
C -1.28617 -5.48814 -2.10767
H 2.71926 1.60183 -2.43222
C -0.91908 -5.22709 -3.35979
C -1.52380 4.07429 0.99581
H 0.54599 -2.77272 2.10382
H -0.18010 2.94335 -4.89154
H -3.21306 0.12269 5.00068
C 3.16646 -0.70498 0.86588
H 0.23812 3.34853 3.53444
H -1.33182 6.42685 -1.43084
C 1.41464 -0.85180 5.34135
H -3.60751 2.18095 -2.68532
N -1.06497 -1.45605 -5.20439
H -0.01459 -3.20136 -1.47416
H -4.98988 0.42217 0.09045
H -1.24140 -6.52069 -1.77726
C -1.79043 5.24513 0.29519
H -0.34454 0.24195 -4.60595
C -2.14268 -2.72715 0.94649
H 0.29471 4.80745 -2.33570
C 1.88228 2.64526 -4.17668
N -1.09343 -2.51166 0.13799
C -0.97689 -3.91958 -4.03314
H 0.57893 -2.00856 -6.32760
C -1.13239 5.50795 -0.89594
N 1.43110 1.51085 1.59874
H 1.80978 3.66963 -3.81648
S 1.02129 -0.64313 -2.13571
C 2.41010 2.56988 1.36154
C -0.13276 -2.33689 -5.57931
C 4.61386 -2.29768 -0.20830
C 0.93250 -2.15288 5.40964
N -1.93181 -3.05322 -3.67647
C 5.70646 -1.74216 0.44099
C -1.94147 -1.89204 -4.30234
C 4.26261 -0.17676 1.55133
H 1.91337 3.53393 1.45245
H -3.82516 -3.93478 1.47311
H 2.77323 2.55937 -4.79743
H -3.39197 -5.57269 -0.35861
H 4.74810 -3.13631 -0.87795
C -0.60883 3.15712 0.48501
H -2.50510 5.95510 0.68888
H -2.02499 3.88180 1.93564
P -0.27686 1.59904 1.31914
C -1.99648 1.80096 5.54981
C 0.03433 3.41314 -0.72873
H 2.49869 -2.22545 -0.50453
C 0.62030 -2.84344 4.24666
C 5.53033 -0.68559 1.32539
Te -2.67057 0.14450 -1.23762
H 1.66175 -0.31618 6.24840
C -3.98810 0.78165 0.30732
C -2.99549 -3.80093 0.79324
C -2.64346 2.03409 -2.20446
H -2.75190 -1.21349 -4.05575
C -0.52840 2.64849 3.84858
H 3.20969 2.53813 2.09937
C -0.07206 -3.60789 -5.04477
H 0.72331 2.67999 -1.13361
H -0.65330 3.45452 5.82668
H 6.69640 -2.14407 0.27187
H -2.37841 1.84508 6.56098
H 0.67413 -4.31851 -5.37146
C 1.01391 0.74136 -3.14731
H -2.27128 -2.02175 1.75967
H -2.30982 -0.00507 2.71147
H 2.85242 2.50631 0.36444
H 1.93884 0.78397 4.05802
C -2.46924 0.83652 4.67336
H 0.25580 -3.86073 4.30083
H 6.37787 -0.26992 1.85311
C -1.66757 -4.50808 -1.07009
C -0.21504 4.59333 -1.40482
H -0.53147 -6.04111 -3.96163
```



This record from the OMol25 dataset describes a structure of composition C41H45N4O4Se2Tl in a non-equilibrium geometry. The level of theory is ωB97M-V/def2-TZVPD.

The energy above the lowest of the compared OMol25 structures with the same formula, charge and spin comes out at 7.0 kcal/mol. The total energy is -192786.3276 eV. The highest occupied orbital energy comes out at -7.0 eV.

The geometry in XYZ format:
```
97
C41H45N4O4Se2Tl (ωB97M-V/def2-TZVPD)
C 0.74464 -0.87133 4.18308
C 0.53676 4.78409 2.25878
N 0.21722 2.78881 1.06067
H -2.31602 -4.47706 5.34981
C -3.78314 -2.38494 1.74896
C 1.93902 -0.21278 2.13194
C -2.60640 -3.71836 3.35658
C 3.69868 -4.53489 -2.55527
H 3.44855 -5.35683 -3.22687
C -1.45801 -2.96171 3.14996
H 3.36491 -3.66309 3.21700
H 2.08702 -0.40617 1.06407
C 2.67060 -2.34988 4.78820
C 2.93620 -2.66026 3.30996
C 2.59022 -0.48177 -3.24452
H -0.59175 -3.21992 3.73768
C 1.29629 2.21310 -1.03785
H 3.94073 0.50987 2.41629
O -0.96431 3.46288 4.29491
H 3.73915 -2.85786 -3.88286
C -2.77747 -1.45180 -3.34861
H -6.38762 1.31282 -2.60571
C 2.08106 -0.94276 4.92924
H -0.00006 -1.50833 -1.42910
O 0.89931 1.00677 -0.83834
H -4.65988 -4.03132 2.81847
H -4.82337 -1.80395 -0.04984
H 2.63656 1.08950 4.45108
Se 2.84671 -1.78370 -1.82325
C -4.76132 0.02752 -3.04449
C 1.61526 -2.61095 2.53195
C -4.78301 1.56003 -1.16959
H 4.55610 -4.65042 1.22101
H 4.12234 -1.84134 1.69293
H 1.70521 6.27884 1.25992
H 1.97640 -3.08670 5.20535
H 5.59215 -4.87452 -0.19870
H 4.00234 0.06414 4.88381
C -0.80760 2.82928 3.26134
H -2.99543 2.91582 1.91741
H -6.43714 2.83578 -0.63466
H -5.26640 3.74037 1.38044
C 1.28844 5.28160 1.20573
H -5.77204 -2.81723 1.03973
O 1.92791 2.61048 -2.00231
C -2.81228 0.15031 -1.56314
C -3.49354 1.16993 -0.78815
C 0.98637 3.21767 0.06639
C 4.68542 -4.40004 0.17106
Se 3.14502 -5.11018 -0.77574
C 3.08851 -3.24831 -3.09783
N -0.30535 -1.14024 1.92694
C -2.63016 -1.64680 1.55297
C -5.39664 0.97754 -2.32842
C 3.90782 -1.62622 2.74086
C -1.42606 -1.90026 2.23164
C -5.43659 2.51577 -0.37220
H 4.85970 -1.65700 3.28052
H 4.74623 -3.32124 0.05669
C 0.94252 -1.23609 2.70343
H 1.78193 -2.77590 1.46004
H 2.13980 4.81138 -0.73850
H -2.67492 -0.85261 0.82270
Tl -0.57131 0.70543 0.86676
C 3.28313 -0.23952 2.86677
H 4.78615 -4.47226 -2.53287
C -2.56617 -4.84549 4.35326
H 0.35483 5.34088 3.16660
H 1.90676 -0.71711 5.98490
H 0.31149 0.13086 4.24610
H -3.52701 -5.35469 4.41458
H 2.11904 -3.44916 -3.55489
C -3.45323 -0.42225 -2.66587
C 1.53051 4.48735 0.09192
H 1.53429 0.80198 2.25458
H 0.03262 -1.54004 4.66648
C 0.00709 3.50919 2.15173
H -3.24927 -1.92356 -4.20139
H -1.00122 -2.65587 -3.38804
C -5.03527 -2.01474 1.00121
H 1.73810 -0.77263 -3.85750
H 2.39712 0.48564 -2.78723
C -4.79751 3.01720 0.72910
N -2.86895 1.67413 0.30110
O -1.24850 1.68044 2.96024
C -3.50603 2.56521 1.03177
C -1.54579 -1.85641 -2.90676
H -5.22752 -0.42024 -3.91243
C -3.76829 -3.43684 2.65609
N -1.59012 -0.24309 -1.16018
H 0.97268 -3.42208 2.86958
H 3.60066 -2.42578 5.36013
H -1.81055 -5.58405 4.07936
H 3.48718 -0.43315 -3.85909
H -5.49657 -1.12165 1.43014
C 3.05093 0.08220 4.34292
C -0.97827 -1.21344 -1.79858
```



no.,gap between HOMO and LUMO (eV)
1,7.393
2,6.270